# 1
{
  "formula": "C34H28BaIN2O2PSbSe4",
  "method": "wB97M-V/def2-TZVPD",
  "symbols": ["Ba", "I", "Sb", "Se", "Se", "Se", "Se", "P", "O", "O", "N", "N", "C", "C", "C", "C", "C", "C", "C", "C", "C", "C", "C", "C", "C", "C", "C", "C", "C", "C", "C", "C", "C", "C", "C", "C", "C", "C", "C", "C", "C", "C", "C", "C", "C", "C", "H", "H", "H", "H", "H", "H", "H", "H", "H", "H", "H", "H", "H", "H", "H", "H", "H", "H", "H", "H", "H", "H", "H", "H", "H", "H", "H", "H"],
  "positions_angstrom": [[-0.379544, 0.591989, 0.209229], [2.398059, 2.861582, 1.374934], [-1.087871, 2.847529, -5.522090], [-1.474078, 0.957197, -6.893586], [0.865520, 4.102847, -5.914945], [-2.798147, 3.811200, -4.168363], [-0.712342, 1.667665, -2.854342], [0.310235, 1.253649, 3.451216], [1.807672, 0.187978, -1.012644], [-1.837968, -1.255282, 0.694624], [0.261339, -0.168802, -2.707182], [-0.436296, -0.978922, -1.771179], [1.655935, 6.180384, 4.866374], [-1.200501, 0.625291, 4.266303], [-3.619686, -0.243117, 5.346824], [-2.456010, -0.960279, 5.580275], [2.759844, -0.007757, 3.994474], [1.822558, 4.184823, 2.918730], [0.906094, 2.516525, 4.630701], [1.057747, -1.345892, 2.935167], [-1.251631, -0.528544, 5.045910], [4.537028, 1.856054, -3.688486], [1.457931, -0.140648, 3.522318], [1.968215, 6.513357, 3.581570], [1.368408, 4.840992, 5.207899], [1.367509, 3.810862, 4.217673], [3.257844, -2.251434, 3.287881], [2.241799, 0.570826, -4.582686], [4.321052, 1.674607, -5.048050], [1.479190, 0.240491, -2.215765], [-1.735985, -1.675746, -3.723990], [2.080772, 5.500559, 2.622621], [-3.537359, -2.899385, 0.759527], [3.172669, 1.037577, -5.494037], [0.665990, 2.271884, 5.963415], [3.655948, -1.061218, 3.875673], [-2.378720, 1.330747, 4.026427], [-1.448020, -1.637361, -2.254722], [2.458588, 0.742771, -3.215812], [0.786496, 3.264960, 6.946963], [1.956957, -2.393588, 2.822704], [3.606583, 1.394505, -2.773609], [-2.491581, -2.111054, -0.007630], [1.086260, 4.535969, 6.561463], [-3.579680, 0.906341, 4.571098], [-2.339210, -2.321630, -1.361577], [5.039702, 2.055035, -5.763220], [1.330274, 0.097864, -4.925401], [2.412413, 5.763146, 1.626621], [2.172790, 7.536232, 3.296394], [-4.560036, -0.587441, 5.757275], [-4.486922, 1.461926, 4.372549], [3.760562, 1.526027, -1.710487], [3.960888, -3.067817, 3.186543], [5.426469, 2.370048, -3.345654], [1.120881, 5.346056, 7.279449], [-3.380425, -2.740981, 1.824559], [4.669646, -0.947220, 4.237960], [-2.487443, -1.863808, 6.175737], [1.637105, -3.317584, 2.359103], [-0.347384, -1.098866, 5.221470], [0.038839, -1.489625, 2.581232], [-0.827548, -1.887658, -4.287604], [3.073831, 0.925664, 4.445910], [-3.492020, -3.965795, 0.535279], [-4.540667, -2.554013, 0.501527], [2.981171, 0.935959, -6.553268], [-2.065736, -0.687226, -4.057911], [0.586382, 3.022191, 7.981786], [1.617939, 6.926713, 5.649766], [-3.013696, -3.024895, -1.834025], [-2.355982, 2.218209, 3.402258], [-2.506816, -2.406041, -3.957102], [0.316375, 1.292325, 6.262310]],
  "forces_ev_per_a": [[-0.09, 0.78, 0.27], [-0.04, 0.04, 0.15], [0.12, -0.15, 0.18], [-0.10, -0.32, -0.14], [0.40, 0.27, -0.08], [-0.29, 0.20, 0.31], [-0.04, -0.36, -0.39], [-0.48, 0.16, -0.28], [0.27, -0.25, 0.06], [-0.13, -0.14, 0.22], [-0.04, 0.07, 0.00], [-0.05, 0.06, -0.13], [0.05, 0.07, -0.18], [0.07, -0.13, 0.13], [-0.04, 0.00, 0.00], [0.00, -0.04, 0.02], [-0.01, -0.03, -0.03], [0.09, 0.24, -0.17], [0.12, -0.11, 0.25], [0.08, -0.03, 0.01], [0.01, 0.04, -0.01], [0.01, 0.00, 0.01], [0.08, -0.08, 0.11], [-0.06, 0.11, 0.31], [0.01, -0.04, -0.02], [-0.03, -0.07, 0.14], [0.00, -0.03, -0.01], [-0.07, 0.01, 0.11], [-0.01, 0.01, -0.03], [0.25, 0.11, -0.07], [0.11, 0.09, 0.01], [0.06, -0.27, -0.31], [-0.05, -0.05, -0.12], [0.04, 0.06, -0.02], [0.01, -0.04, -0.20], [0.01, 0.02, 0.02], [0.03, 0.02, 0.00], [0.08, 0.02, 0.02], [-0.15, 0.12, -0.23], [0.03, 0.15, 0.02], [-0.01, -0.03, -0.02], [0.00, -0.09, 0.02], [0.06, -0.14, -0.09], [-0.02, -0.11, 0.03], [-0.03, 0.01, 0.00], [-0.15, -0.20, -0.01], [0.00, 0.00, -0.01], [0.00, 0.00, 0.00], [-0.01, -0.02, 0.01], [0.00, 0.01, 0.03], [0.00, 0.00, 0.00], [0.00, 0.00, 0.00], [-0.01, 0.00, 0.00], [0.00, 0.00, 0.00], [0.00, 0.00, 0.01], [0.00, -0.01, 0.03], [0.00, -0.03, 0.02], [0.00, 0.00, 0.00], [0.01, 0.00, 0.00], [0.02, -0.01, 0.00], [-0.03, 0.00, 0.03], [0.01, 0.07, -0.04], [-0.01, -0.01, -0.01], [0.02, -0.01, 0.00], [0.02, 0.01, -0.03], [0.00, 0.03, 0.01], [-0.02, -0.01, -0.01], [-0.02, 0.00, -0.01], [0.01, 0.03, 0.02], [0.01, 0.03, -0.02], [-0.05, -0.01, 0.09], [0.00, 0.00, 0.00], [-0.02, -0.01, 0.01], [0.00, -0.02, 0.00]],
  "lowdin_charge": [1.67, 1.02, -0.32, -0.21, -0.20, -0.22, 0.37, 0.92, -0.26, -0.41, -0.33, -0.21, -0.04, -0.39, -0.08, -0.08, -0.10, -0.59, -0.31, -0.13, -0.10, -0.08, -0.42, -0.07, -0.16, -0.20, -0.08, -0.04, -0.09, -0.61, -0.04, -0.17, -0.04, -0.09, -0.08, -0.08, -0.10, -0.36, -0.17, -0.06, -0.06, -0.03, -0.50, -0.03, -0.08, -0.04, 0.10, 0.10, 0.09, 0.11, 0.10, 0.11, 0.10, 0.10, 0.10, 0.11, 0.07, 0.10, 0.10, 0.11, 0.11, 0.09, 0.08, 0.10, 0.07, 0.08, 0.11, 0.04, 0.11, 0.11, 0.09, 0.11, 0.07, 0.10],
  "e_tot_ha": -12083.11158,
  "total_charge": -1,
  "homo_energy_ev": -4.1,
  "e_lumo_ev": 1.0,
  "spin_multiplicity": 1,
  "fmax_ev_per_a": 0.8,
  "gap_ev": 5.03,
  "relative_energy_ev": 1.393
}



# 2
{
  "formula": "C34H28Cl3GeN3O5S2Ti",
  "method": "wB97M-V/def2-TZVPD",
  "symbols": ["Ge", "Ti", "Cl", "Cl", "Cl", "S", "S", "O", "O", "O", "O", "O", "N", "N", "N", "C", "C", "C", "C", "C", "C", "C", "C", "C", "C", "C", "C", "C", "C", "C", "C", "C", "C", "C", "C", "C", "C", "C", "C", "C", "C", "C", "C", "C", "C", "C", "C", "C", "C", "H", "H", "H", "H", "H", "H", "H", "H", "H", "H", "H", "H", "H", "H", "H", "H", "H", "H", "H", "H", "H", "H", "H", "H", "H", "H", "H", "H"],
  "positions_angstrom": [[-14.346934, -13.081986, -0.042062], [-15.504404, -11.373747, 4.133728], [-11.600061, -8.390521, 7.315581], [-12.103792, -6.714572, 5.018332], [-10.156774, -8.798695, 4.780993], [-16.911748, -11.295663, 7.203319], [-13.517750, -11.334631, 1.257572], [-13.292096, -14.689432, 3.936360], [-17.608228, -11.194452, 3.968570], [-16.020560, -11.122206, 5.976810], [-14.066401, -12.667913, 4.340685], [-19.571595, -12.105220, 3.459818], [-16.403852, -13.339973, 3.779114], [-15.777581, -10.163213, 2.267059], [-13.831254, -9.713646, 4.833363], [-13.220256, -13.993824, -2.659866], [-12.814793, -9.180128, 5.098826], [-17.104491, -12.159540, -0.177453], [-15.582313, -14.368568, 3.674271], [-17.685431, -13.437278, 3.503289], [-10.736950, -14.500136, -1.500591], [-16.052782, -8.344581, 0.127951], [-16.172847, -15.125813, 7.597551], [-18.302821, -13.545362, 7.817731], [-11.683451, -8.358140, 5.536429], [-11.729088, -13.799079, -0.820408], [-16.722369, -10.886934, -2.713678], [-18.095976, -11.378607, -0.734159], [-17.456969, -17.129474, 8.346690], [-10.994216, -14.894365, -2.782022], [-18.481288, -14.918009, 8.113049], [-17.101725, -13.010963, 7.460469], [-17.860334, -10.673311, -1.918691], [-15.723149, -11.674339, -2.142795], [-16.074687, -15.590041, 3.205199], [-18.362317, -12.167679, 3.597745], [-15.081236, -9.323197, 0.138851], [-15.999530, -13.815643, 7.316880], [-15.914833, -12.270612, -0.858631], [-16.930266, -8.380823, 1.177025], [-16.776694, -9.272292, 2.185796], [-17.413906, -15.709218, 2.887273], [-15.631521, -10.775669, 8.284518], [-14.181589, -13.934089, 3.964181], [-14.943848, -10.254987, 1.207941], [-18.240704, -14.608438, 3.093757], [-17.371620, -15.700494, 8.072596], [-12.216468, -14.655998, -3.350501], [-12.985587, -13.599697, -1.375332], [-17.714449, -16.700042, 2.389572], [-18.161948, -17.381232, 9.163041], [-17.744647, -7.610896, 1.269827], [-12.349490, -14.969776, -4.341259], [-15.075195, -13.522543, 6.923519], [-11.442110, -13.468291, 0.182119], [-14.111923, -13.765705, -3.185629], [-17.192560, -12.625048, 0.775845], [-14.329124, -9.399859, -0.626720], [-15.955961, -10.975096, 9.331490], [-14.761887, -11.784153, -2.517728], [-9.744278, -14.709332, -1.031755], [-15.423155, -16.366287, 3.037856], [-15.387044, -15.837550, 7.475362], [-10.295098, -15.534572, -3.288959], [-17.820408, -17.705564, 7.458254], [-16.541334, -10.419059, -3.677996], [-18.580499, -9.869688, -2.280775], [-14.602152, -14.180264, 0.988125], [-19.240999, -14.587781, 2.776733], [-16.509590, -17.560740, 8.637910], [-19.009401, -11.240897, -0.196478], [-15.439239, -9.718774, 8.098094], [-17.609944, -9.311951, 2.969556], [-19.115438, -12.812452, 7.941594], [-16.206822, -7.779513, -0.750013], [-19.468245, -15.284647, 8.325550], [-14.759156, -11.383890, 7.995763]],
  "forces_ev_per_a": [[0.13, 0.66, -0.73], [-0.73, -0.53, -0.35], [0.06, -0.27, -0.37], [-0.08, 0.21, -0.03], [-0.27, -0.37, 0.18], [-0.73, 0.95, -0.66], [-0.65, -0.12, 0.06], [2.68, -2.31, -0.35], [1.04, 0.24, -0.14], [0.22, 0.03, -0.15], [-0.86, 0.47, -0.37], [-0.06, -0.03, -0.41], [1.03, 0.50, 0.09], [0.42, -0.73, -0.53], [3.40, 1.34, 0.45], [0.57, -0.41, -0.92], [-3.62, -1.96, -0.71], [0.21, 0.20, -0.83], [-1.06, 0.14, -0.51], [0.93, -0.82, -0.12], [0.87, 0.63, 1.02], [0.42, -1.84, 0.05], [-0.24, -1.67, 0.68], [-1.85, 0.49, 0.71], [0.18, 0.70, 0.11], [1.18, -0.48, 0.59], [0.46, -0.36, 1.19], [0.10, 0.82, -0.33], [-0.76, -2.08, 0.19], [0.24, -1.14, -0.10], [-0.12, 2.24, -0.38], [0.71, 0.49, 0.15], [-0.98, 0.99, -1.20], [-1.79, -0.24, 2.09], [-0.30, 1.75, 0.60], [-2.09, 1.59, 0.97], [0.94, -0.98, 0.63], [-0.31, -0.97, -0.07], [1.04, -0.08, -1.16], [-1.61, 2.30, 0.05], [-1.76, -0.34, 1.99], [-0.05, -1.32, -0.63], [0.13, -0.88, 1.74], [-1.25, 1.29, 0.83], [0.04, 1.80, -0.27], [0.34, -1.07, -0.78], [0.46, 0.53, -0.85], [-0.12, 0.62, 0.37], [-0.24, 0.66, 2.15], [0.00, 1.80, 0.99], [0.25, 0.34, -0.41], [0.77, -1.09, -0.22], [-0.47, -0.36, -1.27], [1.22, 0.81, -0.42], [-0.53, -0.01, -0.13], [-0.93, -0.06, -0.16], [-0.42, -0.32, 0.64], [-0.05, 0.02, -0.33], [0.47, 0.31, -0.58], [1.44, -0.05, -1.27], [-1.06, 0.27, -0.38], [1.49, -1.70, -0.28], [0.77, -0.12, -0.12], [0.33, 0.12, -0.33], [0.31, 0.50, 0.55], [-0.29, 0.10, 0.24], [0.67, -1.44, 0.58], [-0.08, -0.10, -0.04], [-1.29, -0.11, -0.12], [0.34, -0.06, -0.04], [-0.49, 0.19, 0.18], [-0.19, -0.12, 0.04], [1.74, -0.05, -0.95], [0.06, -0.66, -0.17], [0.04, 1.00, -0.56], [-0.16, -0.15, 0.27], [-0.23, 0.30, 0.36]],
  "mulliken_spin": [0.01, 0.91, 0.00, 0.00, 0.00, 0.01, 0.00, 0.00, -0.01, 0.02, 0.00, 0.01, -0.08, -0.01, -0.01, 0.00, 0.02, 0.01, 0.04, 0.03, 0.00, 0.01, 0.00, 0.00, 0.00, 0.00, 0.00, 0.00, 0.00, 0.00, 0.00, 0.00, 0.00, 0.00, 0.00, 0.01, -0.01, 0.00, 0.00, 0.00, 0.03, 0.01, 0.00, 0.00, 0.02, -0.01, 0.00, 0.00, 0.00, 0.00, 0.00, 0.00, 0.00, 0.00, 0.00, 0.00, 0.00, 0.00, 0.00, 0.00, 0.00, 0.00, 0.00, 0.00, 0.00, 0.00, 0.00, 0.00, 0.00, 0.00, 0.00, 0.00, 0.00, 0.00, 0.00, 0.00, 0.00],
  "e_tot_ha": -6956.12543,
  "total_charge": 1,
  "homo_energy_ev": [-10.8, -11.4],
  "e_lumo_ev": [-2.6, -2.7],
  "spin_multiplicity": 2,
  "fmax_ev_per_a": 4.2,
  "gap_ev": [8.22, 8.68],
  "relative_energy_ev": 0.809
}